Entry 1:
Here is a molecular structure, C5H8O at a distorted geometry from the Open Molecules 2025 dataset. Energies are from the ωB97M-V functional and the def2-TZVPD basis.

The geometry in XYZ format:
```
14
C5H8O, DFT the ωB97M-V functional and the def2-TZVPD basis
C -1.56439 -1.01538 -0.40865
C -0.46598 -0.02197 -0.47385
C -0.12875 1.02320 0.53807
C 1.37778 0.94655 0.38799
C 1.79941 -0.31041 0.21809
O 0.84455 -1.18984 -0.08723
H -1.63659 -1.39349 0.61045
H -2.52921 -0.63679 -0.75625
H -1.24460 -1.82428 -1.06960
H -0.33453 0.43044 -1.47773
H -0.49704 0.74781 1.54120
H -0.46606 2.04447 0.31987
H 2.00209 1.81303 0.31147
H 2.84334 -0.61333 0.34615
```

The max |F| comes out at 2.50 eV/A. The multiplicity is 1. The charge is 0. Its HOMO-LUMO gap is 9.144 eV. The total energy comes out at -7359.9961 eV.

Atomic partial charges in e from the Mulliken method, atoms 1 to 4:
1 C -1.265
2 C 0.311
3 C -0.417
4 C -0.492

***

Entry 2:
Here is a single C21H20N4OS molecule at a distorted geometry from the Open Molecules 2025 dataset. Energies are from the ωB97M-V functional and the def2-TZVPD basis.

The geometry in XYZ format:
```
47
C21H20N4OS, DFT the ωB97M-V functional and the def2-TZVPD basis
C 5.30379 2.04505 -3.02827
C 4.25240 1.29373 -2.34390
C 3.00930 1.10076 -3.06979
N 2.01703 0.47624 -2.42538
C 0.71689 0.13245 -2.82935
C 0.14343 -0.59524 -1.78103
C -1.16066 -1.06982 -1.90013
O -1.56911 -1.39184 -3.05131
N -2.08291 -1.18070 -0.84224
C -2.13562 -0.43058 0.37219
C -3.58027 -0.63331 0.77764
C -3.67179 -2.10152 0.47954
C -3.38915 -1.76900 -0.95662
C -4.40807 -0.71050 -1.40146
N -4.49549 0.02272 -0.17528
C -5.79401 0.63476 0.19693
C 0.95128 -0.56573 -0.62230
C 2.15529 -0.02127 -1.08124
C 3.43321 0.32008 -0.34882
C 3.52566 0.09186 1.04888
C 3.54047 -0.10273 2.31655
C 3.42247 0.02197 3.72566
C 2.84248 1.19229 4.28822
C 2.57571 1.16952 5.62387
S 3.10295 -0.34787 6.32983
C 3.61851 -0.90059 4.65729
N 4.39397 0.89216 -1.06580
H 5.58276 3.03737 -2.61071
H 6.19113 1.34829 -3.10515
H 4.92471 2.28266 -4.07473
H 2.97819 1.44431 -4.12107
H 0.23074 0.42550 -3.80384
H -2.04516 0.71671 0.18883
H -1.39889 -0.87582 1.02217
H -3.74631 -0.37321 1.80292
H -2.89827 -2.68350 0.95557
H -4.65118 -2.50017 0.73899
H -3.46075 -2.64282 -1.52016
H -4.01013 -0.06812 -2.28704
H -5.40657 -1.20126 -1.55601
H -6.42899 0.90463 -0.65514
H -6.47226 0.00766 0.79620
H -5.65307 1.64193 0.60837
H 0.72173 -1.01789 0.36622
H 2.62361 1.93140 3.60275
H 2.10447 1.98697 6.12416
H 4.09648 -1.93757 4.63400
```

The max |F| comes out at 6.98 eV/A. The multiplicity is 1. The charge is 0. Its HOMO-LUMO gap is 7.352 eV. The total energy comes out at -40939.3412 eV.

Atomic partial charges in e from the Mulliken method, atoms 1 to 4:
1 C -0.986
2 C 0.435
3 C -0.131
4 N 0.259

***

Entry 3:
Here is a molecular structure, C4H8O3 at a distorted geometry from the Open Molecules 2025 dataset. Energies are from the ωB97M-V functional and the def2-TZVPD basis.

The geometry in XYZ format:
```
15
C4H8O3, DFT the ωB97M-V functional and the def2-TZVPD basis
C 2.26184 0.42368 1.34312
O 1.09858 -0.39613 1.20391
C 0.30196 -0.06518 0.18262
O 0.60631 0.82179 -0.61666
C -1.00115 -0.72987 0.13325
C -1.56638 -0.66526 -1.25471
O -1.97936 0.77733 -1.23747
H 1.98328 1.47648 1.43852
H 2.75943 0.08243 2.24971
H 2.92107 0.31283 0.47902
H -1.12687 -1.62592 0.75326
H -1.80790 0.41616 0.07281
H -0.89659 -0.76591 -2.11053
H -2.46862 -1.26749 -1.37820
H -1.08560 1.20504 -1.25864
```

The max |F| comes out at 2.54 eV/A. The multiplicity is 1. The charge is 0. Its HOMO-LUMO gap is 10.364 eV. The total energy comes out at -10417.9778 eV.

Atomic partial charges in e from the Mulliken method, atoms 1 to 4:
1 C -0.620
2 O -0.352
3 C 1.006
4 O -0.724

***

Entry 4:
Here is a molecular structure, C2H3ClN2O at a distorted geometry from the Open Molecules 2025 dataset. Energies are from the ωB97M-V functional and the def2-TZVPD basis.

The geometry in XYZ format:
```
9
C2H3ClN2O, DFT the ωB97M-V functional and the def2-TZVPD basis
C -0.94566 0.28255 0.31303
C 0.52178 -0.09935 0.48032
N -0.95737 0.15987 -1.02297
N 0.35632 0.07705 -1.37358
O -1.82791 0.54054 1.08837
Cl 0.55021 -1.54113 -2.00291
H 1.21295 0.48911 0.90560
H 0.79649 -1.15245 0.74005
H -1.69296 0.58490 -1.58024
```

The max |F| comes out at 5.16 eV/A. The multiplicity is 1. The charge is 0. Its HOMO-LUMO gap is 10.124 eV. The total energy comes out at -19669.1708 eV.

Atomic partial charges in e from the Mulliken method, atoms 1 to 4:
1 C 0.495
2 C -0.362
3 N -0.008
4 N -0.200

***

Entry 5:
Here is 9 unconnected molecules or ions with the total composition C36H72O21 at a distorted geometry from the Open Molecules 2025 dataset. Energies are from the ωB97M-V functional and the def2-TZVPD basis.

The geometry in XYZ format:
```
129
C36H72O21, DFT the ωB97M-V functional and the def2-TZVPD basis
C -3.14509 2.94159 4.56354
C -1.81141 2.30174 4.11537
O -1.21606 1.65577 5.19981
C -0.36079 2.21101 6.03160
O -0.01127 3.39638 6.05352
O 0.00858 1.31374 7.02948
C 1.03520 1.59327 7.89578
H -3.72150 3.44340 3.78634
H -2.89873 3.84484 5.12170
H -3.79952 2.24039 5.08136
H -1.07005 3.01378 3.75278
H -2.03323 1.59899 3.31223
H 1.90524 1.78705 7.26841
H 1.16026 0.76358 8.59154
H 0.70168 2.43243 8.50624
C -1.71032 1.30288 -4.82380
C -1.11963 2.10122 -5.99588
O -0.62207 1.08873 -6.88412
C -0.84495 1.16547 -8.14103
O -1.68102 1.88993 -8.69371
O -0.20258 0.09119 -8.71291
C -0.12938 0.03770 -10.15783
H -2.74013 0.98516 -4.98705
H -1.74838 1.84132 -3.87684
H -1.04369 0.44922 -4.70146
H -0.18885 2.59287 -5.71299
H -1.79685 2.81369 -6.46690
H 0.48905 0.87141 -10.49036
H -0.99927 -0.04760 -10.80908
H 0.53286 -0.79233 -10.40399
C 4.49102 5.81905 -5.22361
C 3.30759 5.16526 -4.59341
O 3.44690 3.77341 -4.76843
C 2.38332 2.91156 -4.42538
O 1.42484 3.26975 -3.77086
O 2.71549 1.58983 -4.92816
C 2.02799 0.40586 -4.58718
H 4.47582 6.90171 -5.09826
H 4.53605 5.69188 -6.30523
H 5.42904 5.33777 -4.94687
H 2.45519 5.63619 -5.08304
H 3.28436 5.40960 -3.53140
H 2.00930 0.44403 -3.49801
H 2.60322 -0.39795 -5.04665
H 1.05257 0.50163 -5.06413
C 2.85049 1.43812 -0.67810
C 3.33837 -0.09625 -0.59899
O 2.34691 -0.83771 -1.16569
C 2.42665 -2.10063 -1.39972
O 3.32270 -2.82117 -1.07459
O 1.25274 -2.55307 -1.89074
C 0.89216 -3.98182 -2.13602
H 3.27258 1.98071 0.16780
H 1.76195 1.48580 -0.70821
H 3.20299 2.02199 -1.52836
H 3.34963 -0.43317 0.43758
H 4.26603 -0.28087 -1.14071
H -0.15934 -4.21685 -2.30101
H 1.08002 -4.43865 -1.16436
H 1.50872 -4.46365 -2.89483
C 3.49289 1.87600 4.40564
C 2.76108 1.69149 3.08247
O 2.93208 0.36549 2.58202
C 1.91747 -0.53045 2.72220
O 0.80652 -0.43188 3.24442
O 2.44670 -1.68951 2.23315
C 1.67619 -2.84760 2.28296
H 2.87606 1.59028 5.25769
H 3.74943 2.91732 4.60039
H 4.46042 1.37426 4.42090
H 3.21282 2.34449 2.33573
H 1.70720 1.96780 3.11561
H 1.05859 -2.91041 1.38702
H 0.93780 -2.82430 3.08442
H 2.41113 -3.61035 2.54022
C 2.26660 -6.12370 3.75533
C 1.23636 -6.78609 2.81176
O 0.65366 -5.84465 1.87670
C -0.32011 -6.18316 1.03708
O -0.73035 -7.36335 0.79143
O -0.82784 -5.09250 0.56395
C -1.90741 -5.15230 -0.38793
H 3.18006 -5.85058 3.22702
H 2.59922 -6.84908 4.49782
H 1.95470 -5.22380 4.28541
H 0.41668 -7.27733 3.33609
H 1.72402 -7.57910 2.24482
H -1.71015 -5.72179 -1.29615
H -2.32414 -4.16652 -0.59452
H -2.80669 -5.70277 -0.11159
C -0.99344 -0.34753 0.53944
C -0.89474 0.13176 -0.88445
C -2.15762 -0.52688 -1.46546
O -3.13126 -0.49300 -0.43691
C -2.49053 -0.61571 0.77998
H -0.64685 0.40437 1.24841
H -0.45774 -1.26314 0.79000
H 0.01890 -0.14901 -1.40841
H -0.81821 1.21761 -0.94065
H -2.19061 -1.52832 -1.89457
H -2.55748 0.13182 -2.23639
H -2.61825 -1.66588 1.04255
H -2.82442 0.11319 1.51843
C -6.44418 -4.70081 2.95476
C -5.88820 -3.66206 2.02943
C -5.94991 -2.34096 2.73356
O -6.21946 -2.67087 4.13468
C -6.12925 -4.05920 4.27905
H -6.14862 -5.71955 2.70395
H -7.52535 -4.62525 2.83872
H -6.45852 -3.78277 1.10842
H -4.85668 -3.88503 1.75672
H -6.84546 -1.75946 2.51461
H -5.05085 -1.73457 2.62356
H -6.80055 -4.37517 5.07757
H -5.13950 -4.29925 4.66746
C 1.14531 5.32471 -0.31348
C 1.37762 5.05594 1.10093
C 0.51296 3.79923 1.37665
O -0.51714 3.83610 0.36967
C 0.12489 4.29217 -0.82871
H 2.07738 5.38533 -0.87532
H 0.67159 6.30043 -0.42146
H 1.08156 5.93724 1.66993
H 2.42742 4.90268 1.35103
H 0.09809 3.74309 2.38304
H 1.05044 2.85999 1.24609
H -0.58554 4.76297 -1.50823
H 0.60995 3.54900 -1.46156
```

The max |F| comes out at 5.71 eV/A. The multiplicity is 2. The charge is +1. Its HOMO-LUMO gap (spin up / spin down) is 8.599 / 2.310 eV. The total energy comes out at -81482.8736 eV. As for the expectation value of S²: 0.755.

Atomic partial charges in e from the Mulliken method, atoms 1 to 4:
1 C -1.473
2 C 1.138
3 O -0.252
4 C 0.802

***

Relative energy (zero: lowest compared OMol25 entry of this formula, charge and spin) across the listed records, respectively: 52.1, 151.2, 69.8, 78.4, 88.7 kcal/mol.